Record 1
87
Properties=species:S:1:pos:R:3 method="wB97M-V/def2-TZVPD" smiles=CCCCCOCCOCCCCN.COCCNCCOC.COCCNCCOC fmax_ev_per_a=0.48 homo_ev=-8.65 e_above_lowest_kcal_mol=1.8 molar_mass_da=469.71
C -1.120 1.895 1.159
C 0.091 2.093 0.245
C 0.761 0.779 -0.161
C 1.963 0.976 -1.097
C 3.282 0.652 -0.417
O 3.562 1.661 0.549
C 3.859 1.201 1.839
C 4.593 2.293 2.649
O 4.484 3.578 2.099
C 3.188 4.136 2.189
C 2.843 4.656 3.577
C 1.450 5.287 3.598
C 0.321 4.402 4.133
N 0.569 3.809 5.448
H -0.856 2.042 2.207
H -1.913 2.601 0.917
H -1.532 0.890 1.057
H -0.190 2.625 -0.665
H 0.845 2.708 0.740
H 1.081 0.259 0.747
H 0.006 0.142 -0.626
H 1.876 0.393 -2.010
H 2.030 2.036 -1.352
H 4.094 0.656 -1.149
H 3.232 -0.327 0.067
H 4.501 0.315 1.797
H 2.939 0.903 2.359
H 4.219 2.273 3.677
H 5.657 2.070 2.688
H 3.176 4.972 1.490
H 2.443 3.415 1.837
H 2.914 3.845 4.303
H 3.604 5.389 3.849
H 1.468 6.220 4.165
H 1.173 5.570 2.578
H 0.110 3.611 3.411
H -0.576 5.022 4.198
H 0.598 2.804 5.419
H 1.407 4.157 5.885
C -4.264 -2.409 3.262
O -4.781 -1.151 3.636
C -4.008 -0.030 3.233
C -4.652 0.739 2.101
N -4.623 -0.006 0.852
C -5.433 0.535 -0.234
C -6.924 0.768 -0.017
O -7.710 -0.405 0.051
C -7.688 -1.077 1.293
H -4.791 -3.162 3.845
H -4.419 -2.631 2.199
H -3.194 -2.480 3.480
H -2.994 -0.342 2.964
H -3.937 0.635 4.098
H -4.095 1.672 1.964
H -5.668 1.006 2.421
H -4.885 -0.967 1.021
H -5.329 -0.144 -1.083
H -4.991 1.490 -0.539
H -7.289 1.309 -0.893
H -7.124 1.405 0.854
H -7.682 -0.376 2.132
H -6.829 -1.749 1.383
H -8.593 -1.681 1.350
C 3.260 -6.431 -3.618
O 3.920 -5.615 -4.562
C 3.320 -5.565 -5.848
C 2.637 -4.241 -6.113
N 1.444 -4.072 -5.300
C 0.851 -2.739 -5.305
C 1.701 -1.537 -4.910
O 2.009 -1.446 -3.532
C 3.044 -2.299 -3.085
H 3.949 -6.587 -2.790
H 2.349 -5.968 -3.222
H 2.999 -7.403 -4.046
H 2.621 -6.397 -5.976
H 4.124 -5.685 -6.579
H 2.349 -4.212 -7.170
H 3.384 -3.451 -5.955
H 1.635 -4.353 -4.349
H -0.010 -2.765 -4.634
H 0.460 -2.548 -6.311
H 1.109 -0.646 -5.130
H 2.620 -1.458 -5.505
H 3.844 -2.388 -3.826
H 2.675 -3.297 -2.831
H 3.457 -1.857 -2.177

---

Record 2
50
Properties=species:S:1:pos:R:3 method="wB97M-V/def2-TZVPD" fmax_ev_per_a=2.50 homo_ev="-14.37 / -14.55" s_squared=4.123 e_above_lowest_kcal_mol=35.3 total_charge=+2 spin_multiplicity=4 molar_mass_da=535.07
Mn -0.268 -0.616 -0.076
Cl 0.006 -2.701 0.360
C 0.733 -3.496 -1.000
C 1.074 -4.830 -0.945
C 1.661 -5.386 -2.072
C 1.890 -4.621 -3.204
C 1.532 -3.280 -3.240
Cl 1.802 -2.332 -4.641
C 0.947 -2.695 -2.117
S 0.485 -1.003 -2.106
H 0.880 -5.417 -0.057
H 1.940 -6.430 -2.063
H 2.355 -5.063 -4.075
C -1.775 1.437 3.108
C -0.658 0.413 3.238
C -1.081 -0.717 4.157
O -0.462 -0.190 1.879
B 0.771 0.228 1.415
O 1.509 0.917 2.245
C 0.785 1.031 3.539
C 0.772 2.505 3.899
C 1.592 0.245 4.556
H -2.697 0.926 2.829
H -1.549 2.186 2.350
H -1.937 1.941 4.059
H -2.027 -1.127 3.805
H -1.233 -0.344 5.168
H -0.345 -1.519 4.183
H 0.306 3.109 3.123
H 1.799 2.843 4.022
H 0.250 2.661 4.843
H 1.704 -0.800 4.267
H 1.124 0.294 5.538
H 2.585 0.686 4.628
C -3.099 0.769 -3.497
N -1.822 1.466 -3.559
C -1.272 1.992 -4.699
C -0.103 2.583 -4.347
N 0.048 2.413 -2.996
C 1.163 2.918 -2.206
C -1.012 1.736 -2.525
Se -1.328 1.343 -0.700
H -3.165 0.048 -4.307
H -3.919 1.481 -3.586
H -3.185 0.250 -2.547
H -1.743 1.911 -5.663
H 0.625 3.097 -4.950
H 2.006 3.106 -2.865
H 1.454 2.186 -1.459
H 0.884 3.848 -1.711